The following is a quantum chemistry calculation of a cluster of 6 separate species, C50H82F5IN3O11S5 in total, from the Open Molecules 2025 dataset.

```
157
C50H82F5IN3O11S5 ωB97M-V/def2-TZVPD
I -3.37164 -4.09313 0.71608
S -3.39666 -10.22955 1.41151
S -0.91097 -6.82447 -2.82921
S 3.89902 4.70946 -3.87846
S 5.04659 8.83353 -0.41985
S 4.30681 3.80034 6.61613
F 5.45660 1.50832 -0.39528
F 0.89225 1.94674 -1.84363
F 5.57468 0.60788 1.56380
F -0.55644 2.70673 -0.42973
F 5.98216 2.70602 1.34323
O -0.07495 -6.60763 -3.98484
O 4.25997 5.23771 6.63352
O -1.97048 -5.89622 -2.49953
O 3.34806 3.03256 5.85443
O 5.84318 9.24757 -1.54848
O 4.09668 4.89782 -2.45910
O -1.95402 -1.43620 2.18102
O -3.99470 -10.99651 0.34909
O 3.83514 9.53254 -0.06848
O -2.02370 -9.79193 1.31818
O 4.36188 3.52182 -4.54872
N -2.99180 -0.99961 0.14663
N -0.37565 0.41363 -0.67536
N -7.37622 0.28747 -1.19170
C 5.63636 7.41620 1.70281
C 1.04495 -0.44372 2.56926
C -1.58814 -8.48564 -2.85620
C 3.73002 1.98958 1.15116
C -6.07862 0.77965 -3.21754
C 5.19964 1.72663 0.89412
C 5.47097 6.39652 0.56623
C -4.17959 0.18516 -1.57494
C -1.92124 -1.48961 -3.57535
C -4.57160 -10.16648 3.80444
C 0.32751 -0.61129 -1.52100
C 1.44065 1.94418 0.42676
C -0.54595 -8.20379 -0.63179
C -1.73864 -1.21260 0.80797
C -1.24541 3.83682 -3.25562
C -0.88710 -2.21191 -3.98484
C -4.87548 -0.14974 -2.89685
C 4.35451 3.17671 8.29232
C 0.54872 -0.74180 1.37518
C -4.44833 -8.82532 1.76800
C -0.66081 -0.08011 0.73623
C -2.55211 -1.72170 -2.21213
C -6.78556 1.37210 -2.00680
C 1.78505 -0.73380 -1.41425
C 0.36092 1.73036 -0.62328
C -3.66380 -11.08027 2.97096
C -3.98672 -2.03739 0.34550
C -4.89910 -1.66074 1.54987
C 3.41967 6.43403 -5.79163
C -2.80485 -0.51924 -1.26955
C 2.92776 -1.02265 -1.18615
C 6.56106 2.61122 7.41394
C -6.30618 -2.23328 1.38408
C -0.91270 -9.23792 -1.70217
C 0.11394 -7.04785 -1.38032
C 4.50187 6.14718 -4.75536
C 4.68507 7.08135 -0.55356
C -5.41891 -9.34355 2.82440
C 2.16356 4.95713 -4.25827
C 2.02412 2.69177 2.66307
C -1.78735 0.64002 -1.31703
C 2.08248 6.26572 -5.05554
C 5.95795 3.24858 6.15639
C 5.39814 2.06510 8.25313
C -2.28347 2.83037 -2.70627
C -1.77383 1.35977 -2.67055
C 1.08599 2.44323 1.68586
C 2.78172 1.75871 0.16942
C 6.08228 8.71418 1.03600
C 3.37733 2.45072 2.40638
H 1.60915 5.00439 -3.32413
H 5.47617 5.92318 -5.18305
H -4.93166 -8.49618 0.85057
H 0.14367 -6.12007 -0.81117
H -2.70043 -11.25313 3.44371
H -6.17074 -9.98239 2.35652
H -4.44750 -2.02095 2.47607
H 0.04455 2.64598 1.90493
H 1.11468 -7.30996 -1.72369
H -3.81441 -8.03200 2.16510
H 1.93455 7.10557 -4.37392
H 3.48710 5.71542 -6.61123
H 1.82744 4.10486 -4.84647
H -2.51222 -0.70906 2.49002
H 4.97878 1.17723 7.77463
H -7.86428 0.70411 -0.40897
H -0.59914 4.20528 -2.46207
H 0.11579 -8.62099 0.12302
H 3.61146 6.95563 -0.42914
H -7.57706 2.03606 -2.37567
H 7.11686 8.65454 0.69913
H -1.56680 -10.01003 -1.30371
H 5.93984 9.59793 1.65337
H -2.30697 -0.76919 -4.28682
H -5.19169 -10.74839 4.48399
H -6.12391 1.97187 -1.38353
H 1.23934 6.25143 -5.74456
H 4.67934 7.56804 2.20757
H -6.74012 -1.82931 0.46414
H -4.91272 -0.56942 1.59786
H 4.09890 2.66810 3.18134
H -4.89842 -0.04885 -0.79148
H -0.65508 3.34412 -4.02748
H -4.22123 -0.15713 -3.76705
H -4.67918 -2.10915 -0.48787
H 1.67750 3.08443 3.60899
H -0.10329 -1.58815 -1.31735
H -2.66380 -8.40408 -2.71055
H -6.93699 -1.90615 2.20842
H -3.15360 2.89859 -3.36008
H -6.79236 0.22174 -3.82576
H -1.02222 0.75621 1.33082
H 0.97641 -1.58709 0.84705
H -5.93642 -8.52592 3.32347
H 2.05453 -0.73747 2.83179
H -0.81010 1.30896 -3.17636
H -5.70723 1.60126 -3.83826
H -8.04160 -0.21022 -1.77026
H -1.89169 -2.42790 -1.69952
H -1.37860 -8.93143 -3.82528
H 7.27305 1.83005 7.15287
H 7.10038 3.36736 7.98715
H -0.48305 -2.14439 -4.98677
H 0.46845 0.08167 3.32307
H -1.44718 -7.85626 -0.12886
H 3.99468 -1.01321 -1.15219
H 3.52790 7.43265 -6.21053
H 4.98392 6.73677 -1.53314
H 4.96182 5.49621 0.90102
H -4.14159 -12.03175 2.74605
H -1.78876 4.68581 -3.66854
H -2.43150 0.84517 -3.36389
H 3.36168 2.83677 8.57827
H -4.08944 1.27348 -1.51145
H -0.43303 -2.94890 -3.33779
H -1.25573 -2.13911 0.45859
H -0.00576 -9.72818 -2.06240
H -3.45061 -2.31092 -2.39449
H -2.25704 1.32610 -0.60971
H 0.12171 -0.42190 -2.57237
H -5.28405 -1.16157 -2.81694
H -6.27505 -3.31801 1.29572
H 5.85151 2.52574 5.34914
H 4.58653 6.96338 -4.03673
H 6.52855 4.10758 5.81213
H -2.60440 3.15814 -1.71640
H 6.35920 7.08215 2.44630
H 6.45506 6.09871 0.19812
H 5.71831 1.78645 9.25552
H 3.11852 1.42949 -0.80320
H -3.96147 -9.49473 4.41149
H 4.67027 3.99745 8.93518
```

Summary:
Electronic energy ... -5733.8521 a.u.
Kohn-Sham gap ... 9.131 eV
Relative energy (zero: lowest compared OMol25 entry of this formula, charge and spin) ... 0.00 kcal per mole
2S+1 ... 1
LUMO ... -2.15 eV
E_HOMO ... -11.28 eV
Net charge ... +1

---

The following is a quantum chemistry calculation of a cluster of 11 separate species, C50H85N11 in total, from the Open Molecules 2025 dataset.

```
146
C50H85N11 ωB97M-V/def2-TZVPD
N -0.24010 2.69273 3.26687
N 1.69799 1.84834 -5.20575
N 0.97760 -4.53543 2.09634
N -3.47284 3.00084 1.84985
N 4.08431 0.72819 4.13754
N -0.27986 1.69723 -1.66669
N -5.53872 -3.91415 -0.48088
N 0.67692 4.43956 -3.38994
N 5.31975 -2.49543 -1.65235
N -1.61076 -3.58459 3.18644
N 3.33394 3.60877 0.44930
C 3.68250 -1.15547 -1.19665
C -4.46275 -4.67382 0.14395
C 1.88070 4.90314 -4.10396
C 0.95050 -5.95507 1.69362
C 4.21602 -1.26031 3.19052
C 3.43735 0.83788 2.96621
C 5.32567 3.11893 -0.44313
C 0.27288 3.00304 2.07606
C 4.19803 2.60664 0.17643
C -3.47477 -2.93536 4.15075
C 4.39894 -2.86268 -2.59685
C -5.41882 4.10183 2.16684
C 4.53602 -0.55897 4.37486
C -4.98992 -5.26779 1.50731
C -5.99051 -2.73297 0.18392
C -2.80102 -4.01484 3.67936
C 4.93588 -1.51335 -0.80627
C -4.36401 2.49332 0.96213
C -0.05168 -3.57556 -0.10623
C -0.93767 0.25197 -0.10039
C -4.08606 3.93221 2.65593
C 1.08734 -3.60868 0.95151
C 5.22808 4.54010 -0.37292
C -0.40493 4.94778 2.88871
C 3.34220 4.60565 -3.49104
C -2.75242 -1.76692 3.82111
C 4.06360 4.79192 0.33255
C 0.59709 -6.81664 2.87437
C -1.38696 1.15856 -1.01650
C -5.41494 -4.86952 -2.72875
C -1.62688 4.00259 -3.84799
C 0.77366 1.03956 -1.08477
C 3.27930 -1.99647 -2.24488
C 3.45972 -0.34970 2.35110
C -4.88343 -1.65472 0.37992
C 0.43727 0.06744 -0.19100
C -1.62209 -2.21362 3.20891
C 0.96072 6.36930 -1.87257
C 2.13016 -0.34007 -5.64973
C 2.66560 0.42050 -6.67942
C -5.22814 -3.59615 -1.91757
C -0.73223 3.83491 3.74931
C 0.22249 4.36112 1.76644
C -0.51133 4.89541 -4.14208
C 0.67714 4.91652 -1.96426
C 2.42798 1.75190 -6.37999
C 2.01343 -4.25071 3.09191
C -5.52923 3.23945 1.12990
C 1.44898 -3.23284 4.13871
C 1.42551 0.55578 -4.81935
H 1.63233 2.64592 -4.58958
H -5.71586 -4.69061 -3.76100
H -0.23175 4.84737 -5.19453
H 3.11528 1.81448 2.63617
H 0.59726 2.17906 1.45781
H 1.03640 -2.63649 1.44177
H -0.39422 -6.53180 3.22691
H 1.80829 5.95785 -4.36937
H -0.16981 1.79298 3.72033
H -2.48738 2.78148 1.82080
H -0.88417 -4.09870 2.70909
H 0.09521 -4.45489 -0.73335
H 4.17408 1.40737 4.87967
H -2.41575 1.41650 -1.22007
H -5.00524 -1.02544 -0.50169
H 0.56658 -3.63588 4.63570
H 2.39226 -5.08927 3.67622
H 1.03828 -2.35936 3.63227
H -0.85244 -1.56459 2.81802
H -3.16733 -0.77424 3.91502
H 1.85939 6.77341 -2.33860
H -0.57018 5.99877 3.07453
H -4.47651 -3.07427 4.52972
H 1.34169 -6.97559 3.65437
H -3.84354 -1.98089 0.39862
H -4.34112 -5.99825 1.99065
H 2.10740 -3.74078 0.59078
H 5.94165 5.24880 -0.76657
H 1.99950 -1.40929 -5.57171
H 6.14002 -3.03307 -1.41111
H 0.53043 -7.76349 2.33851
H -1.51491 -0.38893 0.54956
H -2.54733 4.17436 -4.40600
H 1.01577 6.59523 -0.80766
H -3.48681 -4.18988 0.18180
H -2.93235 -5.08668 3.69673
H -6.00856 -2.90936 -2.24525
H 3.11760 -0.02818 -7.55165
H 3.02784 -0.62066 1.39902
H -0.00707 -2.70030 -0.75433
H -4.44724 -5.29567 -2.99341
H -1.43241 2.94905 -4.04880
H -1.10482 3.80853 4.76266
H 2.44081 -1.95522 -2.92432
H -6.01072 -5.64497 1.56887
H 0.07967 -6.04718 1.04455
H 2.45461 3.51741 0.93768
H 5.20461 -0.76216 5.19833
H 4.12736 5.22035 -3.93123
H 3.06394 -0.34501 -0.84035
H 3.63278 5.71808 0.68330
H 1.92565 4.31431 -5.02013
H -4.97272 -4.48377 2.26434
H -0.69631 5.95726 -3.97975
H -3.58768 4.51405 3.41716
H -5.98695 -5.70114 -2.31727
H 2.26947 -2.95996 4.80236
H -1.80484 4.03550 -2.77312
H 3.98624 1.57442 0.41318
H -0.28128 4.71481 -1.48589
H 4.41447 -2.31080 3.03728
H -6.42196 3.09639 0.53917
H -5.08623 -1.07934 1.28320
H 0.88686 0.44119 -3.89029
H -4.26402 -5.52071 -0.51284
H 3.74699 3.60454 -3.63949
H -6.12610 4.84284 2.50898
H 5.45955 -1.20025 0.08488
H -6.81628 -2.37946 -0.43353
H 1.08008 -0.54745 0.42147
H -4.24972 -3.12827 -2.02658
H 2.94395 -3.91164 2.63666
H -6.38024 -2.83639 1.19659
H 4.55964 -3.73864 -3.20782
H 0.52874 4.78846 0.82305
H -3.95529 1.85175 0.19547
H -0.28072 2.46709 -2.32046
H 1.77974 1.28525 -1.39112
H -0.95413 -3.65877 0.49940
H 6.01629 2.41324 -0.88070
H 3.48720 4.85452 -2.43979
H 0.15452 6.92592 -2.35038
H 2.63483 2.70596 -6.84190
H 1.40574 4.39223 -1.34593
H 1.73780 -6.39034 1.07816
```

Summary:
Electronic energy ... -2558.2439 a.u.
Kohn-Sham gap ... 8.235 eV
Relative energy (zero: lowest compared OMol25 entry of this formula, charge and spin) ... 98.39 kcal per mole
2S+1 ... 1
SMILES ... c1cc[nH]c1.c1cc[nH]c1.c1cc[nH]c1.c1cc[nH]c1.c1cc[nH]c1.c1cc[nH]c1.c1cc[nH]c1.c1cc[nH]c1.CCN(CC)CC.CCN(CC)CC.CCN(CC)CC
LUMO ... 0.47 eV
E_HOMO ... -7.76 eV
Net charge ... 0

---

The following is a quantum chemistry calculation of a structure of composition C50H87InN13OTe, from the Open Molecules 2025 dataset.

```
153
C50H87InN13OTe ωB97M-V/def2-TZVPD
Te -0.17753 -1.99485 2.16405
In 0.34716 0.91581 -1.14690
O -2.87592 -1.71676 1.56664
N -1.00859 2.47047 1.38291
N -0.99580 1.51952 -3.52448
N 2.56950 -0.64004 -0.16379
N 2.15554 2.47453 0.30567
N 2.27593 -2.29614 -1.65205
N 2.80487 4.30562 -4.54389
N -2.83591 3.98291 1.37524
N -1.01621 -0.99847 0.59807
N -3.01344 1.86001 2.30460
N 1.73927 3.41254 -2.62169
N 3.43408 -2.81051 0.39075
N 0.46185 4.26615 -4.30123
N 1.87758 0.21677 -3.18675
C -2.04508 -4.33986 0.19562
C -0.66706 0.04701 -5.50762
C -4.41066 1.64450 2.01984
C 3.12018 -2.86492 -2.68867
C 1.00337 -2.97747 -1.51424
C -4.81345 -0.86941 -2.18420
C 1.19996 -0.04044 4.33313
C -1.02294 -4.91087 1.12473
C 1.24721 -4.02928 4.06402
C -1.61802 0.55474 -4.42854
C -0.76526 -6.27805 1.05338
C 2.81267 -1.88021 -0.39227
C -0.02028 -0.70126 4.90690
C 1.70539 3.98144 -3.78288
C 1.37168 2.86562 1.47242
C 0.51422 -0.78441 -5.00150
C -0.32192 -0.38855 6.22343
C -2.23927 2.77948 1.65744
C 2.89796 0.13712 1.00155
C 0.76467 -6.13006 2.85925
C -2.21438 -1.81247 6.15640
C -4.04650 -1.36010 -1.14170
C -4.69731 0.45316 -2.57594
C -1.42965 -0.91732 6.86715
C 0.54860 -4.76429 2.96068
C -0.84687 -1.58427 4.20175
C -2.77795 -3.24737 4.21902
C -1.73327 -0.56062 8.28467
C -2.32769 -1.09864 0.63472
C 0.13613 -6.90720 1.89564
C -0.34677 -4.14624 2.07568
C 0.44333 -8.36730 1.79048
C 3.25819 1.58749 0.65482
C -3.79380 1.27711 -1.92575
C 0.20348 4.39575 -5.71677
C 2.67625 3.64987 -0.38354
C -2.42651 0.94756 3.24781
C -3.00237 0.78118 -0.90344
C 2.92468 5.56837 -5.24107
C -0.54107 4.87208 -3.45425
C -3.83440 4.57292 2.24012
C -2.59567 4.70690 0.14950
C 1.77201 0.00644 -4.62046
C 2.96482 3.41068 -1.87120
C 3.93159 -4.07348 -0.13724
C 3.91602 3.40852 -4.76368
C 3.74404 -2.63582 1.79767
C -3.12804 -0.54015 -0.49455
C -1.93386 -2.18456 4.84589
C -0.00164 3.45828 1.10412
H 1.09934 -3.99608 -1.11888
H 2.12484 -4.58054 4.39437
H 3.48094 2.44876 -1.96610
H 4.76050 -2.25753 1.95137
H 2.66036 0.82152 -2.97485
H -2.44526 -5.12617 -0.44081
H 2.01592 0.13233 1.65048
H 0.53044 -3.03575 -2.49414
H -0.30909 0.89636 -6.09294
H -3.55143 4.91149 -0.34318
H -0.12392 -8.84060 0.99424
H 1.75458 -0.70596 3.67408
H -4.84446 4.48764 1.82798
H -3.80855 4.10059 3.21929
H 1.17904 1.97361 2.06701
H -1.25914 -0.57912 -6.17689
H 0.95085 3.85676 -6.29198
H -1.35261 0.91900 3.08746
H 3.79716 2.00378 1.52084
H 1.76847 0.97892 -5.11798
H 3.66089 -3.60524 2.29182
H -1.98161 -0.28313 -3.82194
H -1.53534 4.52815 -3.73945
H -1.28874 -6.86256 0.31085
H 3.76262 -0.23681 1.55237
H 4.00197 3.18801 -5.83261
H 3.90590 5.99778 -5.01919
H 4.67602 -3.92010 -0.91827
H 0.36967 -2.38954 -0.85017
H 0.02607 3.70687 0.03588
H 1.44663 -6.60335 3.54973
H -2.24551 -4.19981 4.21254
H 3.64831 4.20123 -2.20907
H -1.01776 0.16471 8.66247
H -5.05059 1.92728 2.85975
H -2.84374 -0.04857 3.11784
H -2.73470 -0.14397 8.37187
H -5.51011 -1.52326 -2.68394
H -0.18503 4.37959 1.67170
H 3.94876 1.56107 -0.18890
H -2.63116 1.26375 4.27544
H 0.58180 -3.92096 4.92061
H 1.93462 3.58054 2.08949
H -4.56415 0.57891 1.82994
H 0.91322 0.85775 3.78482
H 1.94799 4.45774 -0.30348
H -2.31240 1.42536 -0.38465
H 2.66497 -2.64750 -3.65562
H -2.48904 1.00224 -4.93486
H 2.16859 6.26592 -4.89233
H -1.72008 2.08865 -3.10152
H -3.71341 2.31858 -2.20998
H 3.76032 2.47508 -4.23433
H 3.22509 -3.94933 -2.62972
H -2.86551 -3.90931 0.76862
H -0.36847 2.13705 -4.02960
H 4.42123 -4.62094 0.66461
H -3.69201 -3.38300 4.79207
H -0.33687 4.60159 -2.42260
H -4.71445 2.18979 1.13088
H 2.84846 5.45716 -6.32633
H -1.61924 -3.55907 -0.43439
H 0.18929 -1.35133 -4.12912
H 0.32930 0.28658 6.75740
H -0.77616 3.96208 -5.93622
H 0.78294 -1.48563 -5.79063
H 3.12492 -4.70117 -0.51719
H 0.17851 5.43639 -6.05203
H 0.21391 -8.87204 2.72755
H 1.86845 0.25980 5.13711
H 4.10403 -2.40528 -2.66341
H -3.04575 -2.99619 3.19880
H -3.07134 -2.25575 6.64162
H 3.60841 3.98124 0.10101
H -0.52434 5.96276 -3.55325
H 2.04006 -0.66097 -2.69384
H -4.15673 -2.38623 -0.83139
H -2.10036 5.66531 0.34053
H -1.68993 -1.44935 8.91177
H -1.98574 4.10942 -0.52450
H -5.30769 0.83528 -3.38050
H 4.85981 3.85384 -4.43774
H 3.02551 -1.97250 2.26792
H 1.50465 -8.51758 1.59506
H 2.65806 -0.53799 -4.98133
H 1.56180 -3.03341 3.75381
H -3.60998 5.63620 2.36336
```

Summary:
Electronic energy ... -3202.0740 a.u.
Kohn-Sham gap (spin up / spin down) ... 8.235 / 5.368 eV
Relative energy (zero: lowest compared OMol25 entry of this formula, charge and spin) ... 0.00 kcal per mole
2S+1 ... 2
LUMO (spin up / spin down) ... -3.88 / -6.84 eV
E_HOMO (spin up / spin down) ... -12.12 / -12.21 eV
Net charge ... +2